<one>
{
  "formula": "C4H11O3",
  "method": "the ωB97M-V functional and the def2-TZVPD basis",
  "orbital_gap_ev": 6.60,
  "homo_ev": -4.33,
  "charge": -1,
  "symbols": ["C", "O", "C", "C", "C", "O", "H", "H", "H", "H", "H", "H", "H", "H", "H", "H", "H", "O"],
  "coordinates": [[3.266, 0.173, -0.369], [3.465, -0.935, 0.371], [1.922, 0.851, -0.049], [0.768, -0.061, -0.056], [-0.627, 0.451, 0.257], [-3.439, -1.419, -0.361], [4.098, 0.947, -0.200], [3.318, -0.063, -1.444], [1.869, 1.894, 0.283], [1.522, 0.058, 0.888], [0.901, -1.029, -0.500], [-0.966, 1.274, -0.417], [-1.445, -0.315, 0.185], [-0.603, 0.823, 1.249], [-4.269, -1.869, -0.122], [-4.415, 1.389, -0.111], [-3.538, -0.294, -0.157], [-3.583, 0.942, 0.197]]
}

---

<two>
{
  "formula": "C4H11O3",
  "method": "the ωB97M-V functional and the def2-TZVPD basis",
  "orbital_gap_ev": 6.58,
  "homo_ev": -4.46,
  "charge": -1,
  "symbols": ["C", "O", "C", "C", "C", "O", "H", "H", "H", "H", "H", "H", "H", "H", "H", "H", "H", "O"],
  "coordinates": [[-2.537, -2.202, -0.489], [-2.164, -3.125, 0.466], [-1.257, -1.313, -0.857], [-0.614, -0.523, 0.165], [0.460, 0.422, -0.370], [2.511, 2.080, 2.148], [-2.761, -2.581, -1.534], [-3.409, -1.509, -0.284], [-1.099, -1.353, -1.946], [-0.374, -1.707, -0.016], [-1.124, -0.360, 1.119], [1.358, -0.185, -0.785], [-0.134, 1.237, -0.964], [0.759, 1.065, 0.479], [3.158, 2.506, 2.715], [1.999, 2.973, -0.484], [2.602, 2.287, 0.952], [2.626, 2.288, -0.315]]
}

---

Which of them is most stable, and which least? Most stable: <one>; least stable: <two>.

---

<one>
{
  "formula": "C4H11O3",
  "method": "the ωB97M-V functional and the def2-TZVPD basis",
  "orbital_gap_ev": 6.86,
  "homo_ev": -3.45,
  "charge": -1,
  "symbols": ["C", "O", "C", "C", "C", "O", "H", "H", "H", "H", "H", "H", "H", "H", "H", "H", "H", "O"],
  "coordinates": [[0.438, -0.399, -2.211], [-0.581, -0.963, -3.503], [-0.432, 0.057, -1.058], [0.262, 0.609, 0.266], [-0.771, 0.879, 1.398], [-0.292, 0.836, 2.709], [0.880, -1.405, -2.009], [1.352, 0.147, -2.580], [0.015, 0.006, -3.337], [-0.963, -0.790, -0.644], [-1.262, 0.870, -1.225], [0.916, -0.185, 0.631], [0.820, 1.537, 0.137], [-1.607, 0.172, 1.192], [-1.326, 1.904, 1.289], [1.593, -1.364, 3.030], [0.298, -0.475, 2.879], [0.658, -1.435, 3.036]]
}

---

<two>
{
  "formula": "C4H11O3",
  "method": "the ωB97M-V functional and the def2-TZVPD basis",
  "orbital_gap_ev": 7.18,
  "homo_ev": -3.45,
  "charge": -1,
  "symbols": ["C", "O", "H", "H", "H", "O", "H", "C", "O", "C", "C", "H", "H", "H", "H", "H", "H", "H"],
  "coordinates": [[3.629, -1.517, 0.136], [2.895, -1.107, -0.970], [4.290, -0.717, 0.532], [2.990, -1.849, 0.981], [4.281, -2.373, -0.120], [0.772, 0.949, -0.763], [2.010, -0.232, -0.748], [-3.408, 0.227, -0.626], [-2.197, 0.930, -0.629], [-1.332, 0.549, 0.418], [-0.008, 1.296, 0.320], [-4.026, 0.611, -1.447], [-3.244, -0.856, -0.778], [-3.952, 0.365, 0.326], [-1.148, -0.542, 0.371], [-1.810, 0.767, 1.394], [0.505, 1.116, 1.294], [-0.247, 2.382, 0.310]]
}

---

<three>
{
  "formula": "C4H11O3",
  "method": "the ωB97M-V functional and the def2-TZVPD basis",
  "orbital_gap_ev": 7.75,
  "homo_ev": -3.75,
  "charge": -1,
  "symbols": ["C", "O", "C", "C", "C", "O", "H", "H", "H", "H", "H", "H", "H", "H", "H", "H", "H", "O"],
  "coordinates": [[-1.425, 1.362, 0.843], [-1.162, 2.331, -0.137], [-0.948, -0.024, 0.377], [0.457, -0.486, 0.966], [0.715, -1.816, 0.200], [1.128, -1.611, -1.108], [-2.472, 1.376, 1.158], [-0.955, 1.881, 1.702], [-0.849, 0.179, -0.698], [-1.796, -0.679, 0.432], [0.382, -0.691, 2.047], [1.343, 0.176, 0.718], [1.489, -2.433, 0.675], [-0.188, -2.528, 0.062], [1.201, -0.440, -1.494], [-0.341, 2.166, -0.655], [2.026, 0.665, -2.888], [1.394, 0.572, -2.199]]
}

---

Which of them is most stable, and which least? Most stable: <three>; least stable: <one>.